# 1
Formula: C13H26N
Source: the Open Molecules 2025 dataset
Level of theory: wB97M-V/def2-TZVPD

Element x y z (Å)
C: 0.77 -3.48 -0.71
C: 1.57 -2.23 -0.33
C: 0.94 -1.53 0.86
C: 1.77 -0.36 1.38
C: 1.97 0.86 0.48
C: 2.49 2.07 1.35
C: 1.81 3.31 0.83
N: 0.76 2.76 -0.04
C: 0.80 1.49 -0.20
C: -0.31 0.90 -1.02
C: -1.62 1.06 -0.23
C: -2.82 0.19 -0.68
C: -3.32 -0.65 0.49
C: -2.59 -0.63 -1.94
H: 0.31 -3.89 0.18
H: 1.41 -4.25 -1.12
H: -0.04 -3.24 -1.39
H: 2.57 -2.54 -0.06
H: 1.62 -1.57 -1.20
H: -0.09 -1.27 0.67
H: 0.92 -2.26 1.66
H: 1.38 -0.05 2.34
H: 2.75 -0.77 1.59
H: 2.76 0.70 -0.24
H: 2.17 1.95 2.37
H: 3.57 2.12 1.33
H: 2.41 4.10 0.40
H: 1.28 3.81 1.64
H: 0.03 3.31 -0.48
H: -0.05 -0.12 -1.23
H: -0.31 1.45 -1.96
H: -1.40 0.81 0.81
H: -1.88 2.12 -0.23
H: -3.62 0.89 -0.92
H: -3.47 0.01 1.34
H: -2.56 -1.36 0.79
H: -4.25 -1.14 0.26
H: -2.64 -0.02 -2.83
H: -1.69 -1.23 -1.91
H: -3.42 -1.33 -2.03

Computed properties:
**Frontier orbital gap**: 10.7 eV
**SMILES string**: CCCC[C@@H]1CC[NH+]=C1CCC(C)C
**ΔE to the lowest compared entry with this formula, charge and spin**: 1.08 kcal/mol
**Net charge**: +1
**HOMO**: -14.310 eV
**Strongest force on any atom**: 1.74 eV/Å
**E**: -15386.8203 eV

Atom charges from the Mulliken analysis, given in e for atoms 1 to 5:
1 C -1.283
2 C -0.355
3 C -0.217
4 C -1.440
5 C 0.660


# 2
Formula: C13H26N
Source: the Open Molecules 2025 dataset
Level of theory: wB97M-V/def2-TZVPD

Element x y z (Å)
C: -5.05 -0.49 -2.51
C: -4.12 -0.49 -1.76
C: -3.01 -0.48 -0.82
N: -1.73 -0.93 -1.45
C: -1.40 -0.04 -2.58
C: -1.91 -2.30 -1.96
C: -0.63 -0.94 -0.44
C: -0.20 0.41 0.12
C: 0.81 0.23 1.26
C: 2.15 -0.37 0.80
C: 3.22 -0.32 1.90
C: 4.20 0.85 1.77
C: 3.61 2.24 1.95
C: 3.10 2.51 3.36
H: -5.87 -0.49 -3.17
H: -3.24 -1.14 0.02
H: -2.89 0.54 -0.44
H: -1.35 1.00 -2.24
H: -0.44 -0.32 -3.00
H: -2.17 -0.11 -3.34
H: -2.75 -2.33 -2.65
H: -2.11 -2.99 -1.14
H: -1.01 -2.62 -2.49
H: -0.95 -1.58 0.39
H: 0.23 -1.41 -0.92
H: -1.06 0.95 0.52
H: 0.26 1.02 -0.66
H: 0.99 1.21 1.70
H: 0.38 -0.41 2.03
H: 2.51 0.18 -0.07
H: 2.00 -1.41 0.50
H: 2.74 -0.29 2.88
H: 3.81 -1.24 1.86
H: 4.68 0.79 0.79
H: 4.99 0.71 2.52
H: 4.39 2.97 1.72
H: 2.80 2.40 1.23
H: 3.91 2.37 4.08
H: 2.29 1.83 3.63
H: 2.74 3.53 3.45

Computed properties:
**Frontier orbital gap**: 10.9 eV
**SMILES string**: C#CC[N+](C)(C)CCCCCCCC
**ΔE to the lowest compared entry with this formula, charge and spin**: 47.04 kcal/mol
**Net charge**: +1
**HOMO**: -13.421 eV
**Strongest force on any atom**: 1.04 eV/Å
**E**: -15384.8272 eV

Atom charges from the Mulliken analysis, given in e for atoms 1 to 5:
1 C 0.401
2 C -0.804
3 C -0.434
4 N 0.037
5 C -0.931


# 3
Formula: C13H26N2O3
Source: the Open Molecules 2025 dataset
Level of theory: wB97M-V/def2-TZVPD

Element x y z (Å)
C: -0.94 4.96 2.10
O: -0.75 3.58 2.34
C: -0.88 2.77 1.29
O: -1.17 3.15 0.18
C: -0.63 1.32 1.66
C: 0.83 1.12 2.13
C: 1.91 1.74 1.24
C: 1.91 1.16 -0.17
C: 3.27 1.53 1.90
N: -0.98 0.49 0.54
C: -1.30 -0.81 0.66
O: -1.27 -1.42 1.71
C: -1.67 -1.47 -0.67
N: -2.18 -0.46 -1.59
C: -0.39 -2.09 -1.24
C: -0.61 -3.12 -2.35
C: 0.70 -3.38 -3.08
C: -1.17 -4.43 -1.81
H: -1.94 5.15 1.72
H: -0.21 5.32 1.36
H: -0.79 5.46 3.05
H: -1.28 1.05 2.51
H: 0.99 0.04 2.21
H: 0.91 1.55 3.13
H: 1.73 2.82 1.16
H: 1.04 1.47 -0.73
H: 2.80 1.50 -0.71
H: 1.94 0.07 -0.13
H: 4.06 2.00 1.31
H: 3.29 1.96 2.90
H: 3.49 0.47 1.98
H: -1.13 0.93 -0.36
H: -2.39 -2.27 -0.44
H: -2.27 -0.85 -2.53
H: -3.11 -0.15 -1.30
H: 0.15 -2.57 -0.42
H: 0.23 -1.27 -1.62
H: -1.33 -2.71 -3.08
H: 1.09 -2.46 -3.53
H: 0.56 -4.11 -3.88
H: 1.45 -3.77 -2.39
H: -1.34 -5.14 -2.61
H: -2.12 -4.27 -1.30
H: -0.48 -4.87 -1.10

Computed properties:
**Frontier orbital gap**: 10.2 eV
**SMILES string**: COC(=O)[C@H](CC(C)C)NC(=O)[C@@H](N)CC(C)C
**ΔE to the lowest compared entry with this formula, charge and spin**: 0.00 kcal/mol
**HOMO**: -9.383 eV
**Strongest force on any atom**: 0.57 eV/Å
**E**: -23027.0671 eV

Atom charges from the Mulliken analysis, given in e for atoms 1 to 5:
1 C -0.724
2 O -0.301
3 C 0.227
4 O -0.601
5 C -0.004